# 1
This record from the Open Molecules 2025 dataset describes 12 unconnected molecules or ions with the total composition C25H43Br2Cl21O4. The level of theory is the ωB97M-V functional and the def2-TZVPD basis.

Last column: Mulliken charge in e.
Element x y z (Å)
H -2.38011 -2.26339 -3.74148  0.3931
C -0.67806 2.68328 -4.03315  -0.7078
H 0.14891 2.09188 -4.42619  0.2547
H -0.70026 -1.94602 4.62128  0.1176
H 5.41030 0.28332 -1.24313  0.2354
H -5.15696 -2.53621 -2.37129  0.3914
H -5.02606 1.78568 2.09742  0.0514
C 0.45501 -0.82399 1.11075  0.3617
H -5.19625 4.22640 1.80887  0.2827
Cl 1.92448 -0.19874 6.47492  -0.1109
H -6.06445 4.13285 0.33805  0.2848
Cl 6.84710 -3.69294 0.07035  -0.1303
O 0.08497 4.83946 -3.49450  -0.4731
C 3.46443 -0.83857 5.95982  0.0167
C 4.50267 0.03594 -1.79369  0.2227
C -1.65543 -2.40873 4.37296  -0.4338
H -4.09837 -2.74965 2.88279  0.3991
C -0.52353 2.82568 -2.61069  0.7235
O -4.06882 3.48198 0.27408  -0.4275
Cl 1.62899 -6.39075 -0.30301  -0.0933
H 5.51055 2.06105 -3.43458  0.2834
H -5.97450 1.57925 -0.66204  0.2996
H -3.37121 -0.97738 4.38795  0.4056
H 4.41311 1.55463 -4.74564  0.3527
Cl 5.11015 -4.03202 2.37531  -0.1284
H -4.99939 0.32920 0.14956  0.2336
C -0.07898 -6.73775 -0.03106  -0.0858
H -2.16411 -2.97926 5.15002  0.3523
Cl 4.25679 4.11013 3.54536  -0.1227
O 3.65832 1.98704 -2.80877  -0.4251
H -6.67817 2.09248 1.47774  0.4035
H -2.45134 -3.11221 -2.27073  0.1745
H 6.97612 -2.60994 2.03465  0.3525
H -0.33672 -3.34939 2.87118  0.3127
H 1.55041 3.56244 -2.56767  -0.0045
H 3.92647 -0.59529 -3.74961  0.1504
C -5.61292 2.14917 1.25388  -0.3753
Br -2.63510 -0.59566 -1.80050  0.0175
H -1.61919 -4.41737 3.42702  0.1859
Cl 4.67553 -0.76478 7.32662  -0.1426
Cl 2.89010 3.21885 1.19682  -0.0877
C 3.38288 -4.07933 -3.55378  -0.1673
Cl 1.97733 -3.32038 -4.40039  -0.1120
C -1.35441 -3.37315 3.26084  -0.3887
Cl 5.17923 -1.59566 0.92631  0.0289
C 3.43153 1.10698 -1.70044  1.0173
C 2.65826 3.89150 2.84589  -0.1701
Cl -2.25260 2.69177 3.09149  -0.0155
Cl -1.09653 -5.96180 -1.23132  -0.0993
H -4.70510 -1.74184 -3.85127  0.3471
H -1.49403 3.06659 -2.17687  -0.3394
Br -4.61171 -4.24006 -4.23159  -0.1932
H 2.13061 4.84081 2.75374  0.3248
C 0.51493 3.89638 -2.50142  0.0517
H -0.16635 1.87974 -2.20360  -0.0244
C -5.32621 3.59318 0.93123  -0.5376
C -4.40158 -2.52542 -3.15703  -0.6361
H -3.08277 4.69531 2.35148  -0.0499
C -5.16281 1.40164 0.04344  -0.4195
H -0.33201 -7.79346 -0.12870  0.3643
Cl 1.67369 -0.83033 2.37685  0.1481
Cl 3.23187 -3.77112 -1.77719  -0.0536
H -2.96859 1.80560 -0.08693  -0.0639
H -1.61060 2.25125 -4.39623  0.3228
C -2.09781 4.42005 2.72855  0.2091
H 5.66448 -0.40788 -3.72604  0.3215
C -3.92029 2.21424 -0.42662  0.0510
Cl -0.49265 -6.20250 1.60440  -0.0928
H 0.10642 4.10738 -5.41371  0.2863
C 4.73823 -0.02619 -3.29654  -0.4267
H 3.35462 1.55053 -0.70773  -0.6794
Cl -0.75310 4.69896 1.59960  -0.0422
C -0.55279 4.14209 -4.54633  -0.5382
H 3.49115 -5.15532 -3.69025  0.4079
C 4.64660 1.44604 -3.68649  -0.6614
Cl 4.09515 0.09231 4.57480  -0.0868
Cl 1.72883 2.74577 3.77876  -0.0164
C -2.53685 -1.31826 3.77496  0.0124
H -3.64164 -1.48383 1.96402  -0.0799
Cl 0.05281 0.87265 0.74588  0.2516
H -0.44055 -1.36657 1.41351  -0.7166
H -1.93326 -0.55654 3.28143  -0.1594
H 4.25724 -0.89619 -1.28477  -0.3319
H 2.46671 0.68410 -1.98043  -0.0568
Cl 4.89989 -3.35614 -4.13792  -0.1087
C 6.11328 -2.93919 1.45568  -0.1033
H 3.22910 -1.85244 5.63612  0.2870
H -4.02875 2.33345 -1.50465  0.2132
C -3.19867 -2.16515 2.69044  -0.2953
C -2.91931 -2.27856 -2.79432  -0.4746
Cl -1.88985 5.34560 4.19515  -0.1352
H -1.48910 4.59551 -4.87163  0.3277
H 0.56680 4.36257 -1.51751  0.1245
Cl 1.03036 -1.56918 -0.39058  0.0265
O -2.12656 -2.93617 2.22805  -0.3582

Summary:
Structure (SMILES): ClC(Cl)Cl.ClC(Cl)Cl.ClC(Cl)Cl.ClC(Cl)Cl.ClC(Cl)Cl.ClC(Cl)Cl.ClC(Cl)Cl.C1CCOC1.C1CCOC1.C1CCOC1.C1CCOC1.BrCCBr
Kohn-Sham gap: 9.367 eV
LUMO: 0.2668 eV
E: -16091.22540 hartree

# 2
This record from the Open Molecules 2025 dataset describes a molecular structure, C26H30IrN7OS3Si. The level of theory is the ωB97M-V functional and the def2-TZVPD basis.

Last column: natural (NBO) charge in e.
Element x y z (Å)
H -5.01577 -2.36396 -1.31321  0.4195
C -4.29946 -1.80541 0.48949  -0.0678
N -4.99212 -2.60329 -0.33458  -0.5885
H 1.99150 -3.34841 -0.16473  0.2458
C 2.22882 4.13329 1.09286  -1.1488
N -2.51974 2.04472 3.62973  -0.7675
H 4.69192 3.09244 2.79374  0.2540
H 1.52958 4.00779 1.92130  0.2551
H 1.87499 3.91615 -2.29366  0.2304
H 4.13123 2.55798 -1.50865  0.2471
Ir 0.22808 1.74765 0.35778  0.7258
H -6.04594 -4.41597 -0.33335  0.2193
H -2.47321 -5.25001 -0.24033  0.2175
C -5.42962 -3.80264 1.65736  -0.5371
N 0.27638 2.70793 -1.57124  -0.4083
S -3.33860 -0.54212 0.05451  -0.1949
S -4.56952 -2.28112 2.15415  0.3104
H -3.46459 2.39018 3.65847  0.4190
H 4.42867 -3.51840 -0.44674  0.2271
H 5.48986 2.59569 -0.38788  0.2468
H -1.74685 -4.53634 2.01573  0.2222
C 3.97344 -2.55309 -0.27223  -0.1105
C -1.41241 -3.99643 1.13948  -0.1959
H -0.23295 -2.57485 2.26447  0.2341
C 1.14003 2.48527 -3.72498  -0.2094
C -1.87869 2.01076 2.45589  0.3289
C 4.19321 -0.18899 0.03343  -0.1951
H 1.66135 4.44173 0.21424  0.2412
H -2.15189 1.55424 4.42396  0.4123
Si 3.29005 2.62226 0.83513  1.7925
H 1.78609 2.74006 -4.55178  0.2437
H -4.72024 -4.62899 1.64802  0.2201
H -6.94841 -3.03099 0.31125  0.2020
H 3.33467 2.05467 3.21949  0.2526
C 4.10434 2.23210 2.46439  -1.1410
C -2.14142 2.62809 -0.88009  0.0830
H 0.16680 0.85700 -4.80391  0.2492
N -1.67924 2.37103 0.29130  -0.2033
N -2.44005 2.54805 1.41124  -0.3942
H -6.22764 -4.02109 2.36197  0.2451
H 4.76200 1.36384 2.44329  0.2477
H 5.84375 -1.47254 -0.31961  0.2311
H -3.14450 3.00303 -1.03002  0.2399
C -0.13865 1.30435 -1.50257  0.2101
C 1.20278 3.11269 -2.55611  -0.0228
H -2.11575 1.20774 -3.71217  0.2483
H 2.90760 4.95165 1.35412  0.2554
C -0.14462 -2.23875 0.15825  0.2561
C 2.60721 -2.46191 -0.11861  -0.3179
H -1.72426 -3.99538 -2.23345  0.2190
C 2.77682 -0.01635 0.18989  0.1040
N -0.19830 0.49687 -2.72847  -0.3671
C -1.82250 -4.39252 -0.12580  -0.2269
C 4.77223 -1.40036 -0.19520  -0.2270
C -5.96497 -3.50643 0.26057  -0.2238
O 0.67926 -1.11958 0.31063  -0.4902
C 4.48549 2.98146 -0.56643  -1.1484
C -1.15829 2.27676 -1.91503  -0.0022
H 4.82389 0.68475 0.07258  0.2219
S -0.26630 1.22048 2.47818  -0.0859
H -0.22489 -2.02132 -1.96527  0.2390
N 2.24642 1.19577 0.39606  -0.8043
H 4.57493 4.06215 -0.69669  0.2523
C 1.99609 -1.23268 0.10936  0.4284
C 0.14145 1.41588 -3.87912  -0.1119
C -1.39703 -3.69232 -1.24736  -0.1978
C -0.55325 -2.60062 -1.11184  -0.2107
C -1.19609 1.50499 -3.23070  -0.0585
C -0.56319 -2.90865 1.28956  -0.2402

Summary:
Relative energy (zero: lowest compared OMol25 entry of this formula, charge and spin): 593.7 kJ/mol
Spin multiplicity: 2
Kohn-Sham gap (spin up / spin down): 7.521 / 6.113 eV
LUMO (spin up / spin down): -2.9251 / -4.3335 eV
Net charge: +1
E: -3055.37536 hartree